DFT (ωB97M-V/def2-TZVPD) results for a 3-piece molecular cluster, C15H36BN3O9P2S overall in a non-equilibrium geometry.

Strongest force on any atom in eV/A: 5.6
Orbital gap in eV: 8.2879
HOMO level in eV: -8.505
SMILES: NCCCBCCCCSc1nnco1.COP(=O)(OC)OC.COP(=O)(OC)OC
Electronic energy in Eh: -2540.29637

The geometry in ORCA input format:
```
! RIJCOSX wB97M-V def2-TZVPD def2/J DEFGRID3
* xyz 0 1
N 5.60181 1.00786 1.37992
C 5.58155 1.74322 0.11643
C 4.16570 1.89323 -0.48967
C 3.38530 2.98380 0.26564
B 1.99623 3.34630 -0.37684
C 0.75592 3.54466 0.57164
C -0.60497 3.18797 -0.08695
C -1.68277 2.97883 0.99462
C -2.95908 3.79072 0.74735
S -4.48309 2.93526 1.28570
C -4.33224 1.49588 0.31502
N -3.77171 1.51482 -0.84874
N -3.80686 0.19811 -1.28239
C -4.36885 -0.49097 -0.37532
O -4.73912 0.27863 0.68942
H 4.75891 1.17023 1.91360
H 5.64339 0.02012 1.17113
H 5.97092 2.75028 0.28850
H 6.23340 1.24272 -0.59924
H 4.22938 2.07613 -1.56277
H 3.67405 0.93521 -0.30400
H 3.17325 2.58791 1.26465
H 3.99156 3.88283 0.42504
H 1.90332 3.49528 -1.56211
H 0.88830 2.81565 1.38047
H 0.72418 4.53591 1.03344
H -0.41708 2.26862 -0.64013
H -0.86647 3.97818 -0.79028
H -1.26557 3.28673 1.95456
H -1.88580 1.91425 1.09009
H -3.08847 3.93552 -0.32109
H -2.96168 4.72757 1.29666
H -4.55633 -1.54745 -0.33625
C -6.59863 -1.54431 -7.74582
O -5.92514 -0.77400 -6.74394
P -4.34374 -1.05064 -6.57201
O -3.72094 -0.85961 -7.88421
O -4.50190 -2.64288 -6.17662
C -5.45727 -3.06991 -5.20563
O -3.15921 -0.75595 -5.52658
C -3.33274 -1.00353 -4.11262
H -7.06409 -0.85053 -8.44182
H -5.92406 -2.20318 -8.28531
H -7.37217 -2.13906 -7.25862
H -6.05016 -3.87939 -5.63183
H -6.13057 -2.26693 -4.90420
H -4.93536 -3.44545 -4.32495
H -3.11884 -2.05202 -3.90278
H -4.33602 -0.75225 -3.77907
H -2.62507 -0.38916 -3.56981
C 5.13550 -4.08286 3.71960
O 3.82547 -3.63481 4.09482
P 3.66894 -2.05618 4.41024
O 4.16216 -1.33598 3.23217
O 4.76316 -2.08244 5.64596
C 4.69788 -3.07283 6.67453
O 2.72961 -0.95998 5.14629
C 2.17692 -1.20478 6.45279
H 5.05606 -4.56123 2.74640
H 5.85358 -3.26955 3.66895
H 5.46975 -4.81492 4.45491
H 5.68037 -3.53260 6.77804
H 3.96986 -3.85376 6.45372
H 4.43408 -2.59717 7.61913
H 2.90822 -0.93265 7.21221
H 1.87549 -2.24300 6.58277
H 1.30176 -0.57054 6.56516
*
```

DFT (ωB97M-V/def2-TZVPD) results for a 2-piece molecular cluster, C9H20OSi overall in a non-equilibrium geometry.

Strongest force on any atom in eV/A: 3.9
Orbital gap in eV: 9.0390
Energy relative to the best compared isomer or geometry (same formula, charge and spin) in kcal/mol: 27.99
HOMO level in eV: -8.294
Electronic energy in Eh: -719.62036

The geometry in ORCA input format:
```
! RIJCOSX wB97M-V def2-TZVPD def2/J DEFGRID3
* xyz 0 1
C 2.74051 -0.48624 0.51431
C 1.61415 -0.94223 0.02395
C 4.08788 -1.06793 0.17733
C -2.29343 -2.30349 0.57036
C -2.31010 -1.03703 -1.59440
C -0.02678 1.99867 -1.44367
C 0.34845 2.67037 0.92534
C -2.24684 -0.91988 -0.07556
C -0.57073 1.90292 -0.02082
O -0.84342 0.20333 2.19031
Si -0.75854 0.09602 0.55943
H 2.76631 0.34983 1.20011
H 1.56552 -1.77453 -0.66075
H 4.61370 -1.36131 1.08599
H 4.69693 -0.32549 -0.33906
H 3.98374 -1.94061 -0.46485
H -1.40935 -2.88280 0.31344
H -2.34766 -2.22384 1.65497
H -3.17238 -2.85309 0.23036
H -3.20160 -1.58652 -1.89712
H -1.43853 -1.56106 -1.97695
H -2.34963 -0.05356 -2.05598
H 0.93488 1.49658 -1.50795
H -0.70160 1.53744 -2.15979
H 0.10915 3.04195 -1.72900
H 0.39398 3.72272 0.64390
H 1.35151 2.25855 0.87966
H -0.00350 2.60010 1.95053
H -3.15354 -0.38825 0.24766
H -1.55233 2.39182 0.00033
H -0.82676 -0.56243 2.75791
*
```

DFT (ωB97M-V/def2-TZVPD) results for a 2-piece molecular cluster, C11H18O overall in a non-equilibrium geometry.

Strongest force on any atom in eV/A: 1.3
Orbital gap (alpha / beta) in eV: 2.4923 / 6.5290
Energy relative to the best compared isomer or geometry (same formula, charge and spin) in kcal/mol: 4.06
HOMO level (alpha / beta) in eV: 0.774 / -3.294
Electronic energy in Eh: -505.12074

The geometry in ORCA input format:
```
! RIJCOSX wB97M-V def2-TZVPD def2/J DEFGRID3
* xyz -1 2
C -1.63956 -2.56276 -2.10278
C -2.54490 -1.35913 -1.95946
C -1.30804 -3.50673 -0.94777
H -0.67012 -2.11500 -2.32683
H -1.93031 -3.19171 -2.95246
H -2.59251 -0.74334 -2.86074
H -3.60603 -1.53352 -1.73342
H -0.40640 -4.05238 -1.20596
H -2.06437 -4.28035 -0.74719
H -2.18531 -0.73513 -1.14716
H -1.20297 -3.03523 0.03615
C 0.76964 -0.12945 -0.21506
C 1.70022 -1.25342 0.22618
C 0.80641 1.14483 0.58247
C 1.03753 2.34901 -0.04618
C 0.66078 1.09435 1.98887
C 1.16077 3.56757 0.69852
C 0.73903 2.31809 2.73741
C 0.95927 3.50372 2.09312
O 0.97293 4.67221 2.84142
H 0.99588 0.12229 -1.26212
H -0.25213 -0.52287 -0.27970
H 1.42153 -2.17193 -0.29887
H 1.11672 2.34892 -1.12780
H 0.39442 0.14912 2.45722
H 1.35757 4.53223 0.23173
H 0.69086 2.35097 3.81875
H 1.15394 5.38967 2.22903
H 1.71624 -1.29251 1.31157
H 2.74893 -1.05751 -0.03894
*
```

DFT (ωB97M-V/def2-TZVPD) results for a 2-piece molecular cluster, CH4N2S3 overall in a non-equilibrium geometry.

Strongest force on any atom in eV/A: 2.8
Orbital gap (alpha / beta) in eV: 5.6126 / 5.6129
Energy relative to the best compared isomer or geometry (same formula, charge and spin) in kcal/mol: 108.47
HOMO level (alpha / beta) in eV: -8.631 / -8.630
Electronic energy in Eh: -1344.37752

The geometry in ORCA input format:
```
! RIJCOSX wB97M-V def2-TZVPD def2/J DEFGRID3
* xyz 0 1
C -0.97776 -0.38797 0.05179
N 1.75598 0.41907 -0.86143
N -0.30765 0.61241 0.63585
S -2.49641 -0.47884 -0.45240
S 0.03690 -1.89270 0.46291
S -0.80333 2.14247 0.40823
H 2.28649 0.09789 -0.03247
H 1.14684 -0.35552 -1.14128
H -0.52215 -2.79243 -0.51651
H -0.11891 2.63563 1.44532
*
```

DFT (ωB97M-V/def2-TZVPD) results for C11H16CaN2O4S as an isolated structure in a non-equilibrium geometry.

Strongest force on any atom in eV/A: 5.3
Orbital gap in eV: 7.2706
Energy relative to the best compared isomer or geometry (same formula, charge and spin) in kcal/mol: 0.00
HOMO level in eV: -15.646
Electronic energy in Eh: -1914.45404

The geometry in ORCA input format:
```
! RIJCOSX wB97M-V def2-TZVPD def2/J DEFGRID3
* xyz 2 1
Ca 0.84741 -0.08057 1.12790
O 2.16363 -1.33400 -2.04027
C 1.68426 -0.91925 -1.08167
C -1.45888 0.87253 1.54938
O -2.47424 1.33024 1.83250
C -0.59376 -2.00452 0.38963
O -1.22912 -2.91021 0.07594
C 0.72228 1.97666 -0.29588
O 0.74967 2.98468 -0.84671
C -1.40820 0.17870 -3.32918
H -0.61414 0.81514 -3.72923
H -1.34790 -0.89002 -3.56325
C -2.40615 0.67907 -2.59301
H -3.21264 0.04400 -2.20772
H -2.47074 1.74993 -2.36530
C 1.29153 -0.29899 7.20585
C 0.93785 -0.85056 5.84060
N 1.73434 -0.15524 4.80465
C 2.53525 -0.72903 3.90011
S 3.08512 0.22029 2.55541
N 2.87249 -2.05596 4.04037
C 3.84420 -2.51476 5.08360
C 3.83775 -4.03472 5.11757
H 2.36961 -0.14764 7.33627
H 0.93496 -0.97954 7.98157
H 0.78268 0.65856 7.36282
H 1.07595 -1.93398 5.75289
H -0.12113 -0.62780 5.64559
H 1.52358 0.83554 4.64243
H 3.15332 -2.44074 3.13480
H 4.86029 -2.14586 4.84990
H 3.54159 -2.08436 6.04056
H 4.12256 -4.45381 4.14690
H 4.55735 -4.39293 5.85745
H 2.84945 -4.41529 5.39399
*
```

DFT (ωB97M-V/def2-TZVPD) results for one molecule with the formula C4H2N4O2 in a non-equilibrium geometry.

Strongest force on any atom in eV/A: 4.7
Orbital gap in eV: 9.1721
Energy relative to the best compared isomer or geometry (same formula, charge and spin) in kcal/mol: 107.21
HOMO level in eV: -9.300
Electronic energy in Eh: -522.94922

The geometry in ORCA input format:
```
! RIJCOSX wB97M-V def2-TZVPD def2/J DEFGRID3
* xyz 0 1
C 0.81733 0.27180 0.38053
C 0.03026 1.31351 0.49788
C 2.09111 0.18172 -0.46737
C -3.12997 -0.14518 0.08433
N 0.02964 -0.96887 0.68204
N -2.01159 -0.02708 0.61211
N -1.17761 -1.11454 0.76448
N 2.27537 -1.09463 -0.69064
O -0.79694 2.03060 0.93982
O -3.93163 -0.18994 -0.72998
H 2.67695 1.06205 -0.76637
H 3.12708 -1.31942 -1.30683
*
```